# 1
Formula: C8H15NO3S
Source: the OMol25 dataset
Level of theory: ωB97M-V with the def2-TZVPD basis set

Summary:
LUMO level (spin up / spin down) in eV: -1.056 / -1.055
Total energy in Ha: -992.24503
ΔE to the lowest compared entry with this formula, charge and spin in kJ/mol: 618.59
HOMO (spin up / spin down) in eV: -8.31 / -8.31

Last column: Löwdin charge in e.
Atoms and positions in Å:
H1 3.678 0.770 -0.137  0.118
O1 2.877 -0.674 1.664  -0.048
H2 -2.825 2.081 -0.529  0.039
C1 -2.262 -0.534 -0.211  -0.002
C2 2.499 -0.892 0.322  -0.488
H3 0.683 -1.787 1.060  0.118
C3 1.213 -1.589 0.179  -0.070
C4 2.643 0.418 -0.485  -0.282
O2 -0.274 -2.913 -0.768  0.045
C5 0.023 0.537 -0.322  -0.378
H4 -0.605 1.635 1.881  0.034
H5 0.203 0.412 -1.441  0.125
H6 -3.250 -0.150 -0.125  0.087
H7 -2.063 -1.115 0.650  0.075
N1 0.796 -2.367 -0.849  -0.453
H8 2.419 0.449 -1.566  0.091
C6 -1.389 0.734 0.006  -0.626
S1 1.297 1.434 0.358  0.993
O3 1.481 -2.374 -1.882  0.028
H9 2.058 -0.426 2.148  0.092
H10 -1.111 2.663 -0.929  0.119
H11 -1.464 0.314 2.061  0.067
H12 3.135 -1.753 -0.032  0.175
H13 -2.061 1.414 -1.973  0.092
C7 -1.418 1.138 1.452  -0.069
H14 -2.287 1.681 1.547  0.072
C8 -1.944 1.855 -0.983  0.000
H15 -2.051 -0.960 -1.095  0.048

***

# 2
Formula: C8H15NO4S
Source: the OMol25 dataset
Level of theory: ωB97M-V with the def2-TZVPD basis set

Summary:
LUMO level in eV: -0.949
Total energy in Ha: -1067.55210
ΔE to the lowest compared entry with this formula, charge and spin in kJ/mol: 521.94
HOMO in eV: -9.38

Last column: Löwdin charge in e.
Atoms and positions in Å:
O1 -1.158 0.981 2.763  -0.126
H1 3.604 -0.251 -1.217  0.090
O2 -1.584 -2.110 -2.211  0.023
C1 -1.776 -0.146 2.157  -0.153
H2 0.162 2.231 -0.047  0.127
H3 2.588 1.041 -1.104  0.039
H4 1.682 -1.206 -2.822  0.066
N1 -1.206 0.630 -0.106  -0.069
H5 -1.034 -0.948 2.198  0.112
O3 0.841 2.033 -1.896  -0.534
H6 0.489 0.443 1.781  0.119
H7 0.092 -2.964 0.678  0.046
H8 2.293 0.283 -3.313  0.066
C2 2.551 0.011 -1.290  -0.140
H9 -2.737 -0.295 2.714  0.145
H10 -2.671 -0.893 0.170  0.190
C3 -0.779 -0.027 -1.188  -0.126
H11 -1.396 2.439 0.766  0.124
O4 -2.763 -0.250 -2.395  0.090
H12 -3.033 0.841 0.656  0.106
C4 -1.855 -0.945 -2.098  -0.826
H13 -0.204 -2.704 -0.046  0.028
H14 0.405 2.105 2.521  0.170
H15 1.981 -0.388 -0.426  0.080
C5 -2.304 0.126 0.697  -0.067
S1 0.254 0.802 -2.474  1.051
C6 -0.634 1.773 0.578  -0.111
C7 1.800 -0.229 -2.552  -0.312
C8 -0.124 1.324 1.869  -0.209

***

# 3
Formula: C8H15NOS
Source: the OMol25 dataset
Level of theory: ωB97M-V with the def2-TZVPD basis set

Summary:
LUMO level in eV: -1.617
Total energy in Ha: -841.44259
ΔE to the lowest compared entry with this formula, charge and spin in kJ/mol: 1523.55
HOMO in eV: -9.07

Last column: Löwdin charge in e.
Atoms and positions in Å:
H1 -4.500 2.614 -1.160  0.206
H2 -3.171 2.648 1.681  0.183
C1 -0.134 -0.695 0.680  -0.337
H3 2.919 -1.588 1.416  0.169
H4 0.553 -0.363 1.544  0.132
C2 1.610 -1.590 -0.715  -0.209
C3 0.480 -0.628 -0.667  -0.271
C4 2.956 -1.455 0.183  -0.205
H5 3.665 -2.195 -0.282  0.114
H6 1.944 -1.881 -1.722  0.094
H7 -1.861 -0.203 1.762  0.117
C5 3.845 1.066 0.082  -0.728
O1 -3.615 0.855 -0.272  -0.422
N1 3.541 -0.157 0.235  -0.019
H8 0.998 0.427 -0.678  0.142
H9 -1.228 2.623 -0.673  0.205
H10 -0.264 -1.806 1.003  0.137
H11 -3.046 -1.043 -0.704  0.199
C6 -2.386 0.022 -0.382  -0.247
H12 -1.742 0.289 -1.261  0.054
C7 -3.123 2.292 0.002  -0.120
H13 -0.319 -0.561 -1.510  0.127
H14 -0.714 1.234 1.198  0.154
H15 1.159 -2.722 -0.416  0.162
C8 -1.315 0.188 0.837  -0.259
S1 3.747 2.629 -0.182  0.622

***

# 4
Formula: C8H15OPS
Source: the OMol25 dataset
Level of theory: ωB97M-V with the def2-TZVPD basis set

Summary:
LUMO level in eV: -0.314
SMILES: [H]/P=C(\SC(C)=O)[C@H](C)C(C)C
Total energy in Ha: -1128.51385
ΔE to the lowest compared entry with this formula, charge and spin in kJ/mol: 86.58
HOMO in eV: -8.62

Last column: Löwdin charge in e.
Atoms and positions in Å:
H1 0.129 2.934 -3.903  0.101
H2 1.757 0.369 3.085  0.103
H3 0.058 -2.745 -0.445  0.041
C1 -1.324 0.199 0.279  -0.926
C2 -0.137 -0.728 0.126  -0.437
H4 2.088 0.595 1.356  0.087
C3 0.620 -0.970 1.513  -0.375
C4 1.757 -1.936 1.260  -0.086
C5 -0.696 -2.048 -0.400  -0.072
H5 -3.417 1.005 1.239  -0.122
H6 2.340 -1.626 0.470  0.059
C6 -0.633 1.759 -2.259  -0.688
H7 -1.608 3.157 -3.272  0.100
H8 0.665 -0.336 -0.398  0.093
H9 0.051 -1.310 2.282  0.081
H10 -0.198 3.932 -2.409  0.098
H11 1.429 -2.939 1.224  0.061
H12 -1.588 -2.341 0.196  0.057
C7 -0.527 3.031 -3.007  -0.078
H13 -1.159 -1.874 -1.363  0.080
S1 -1.111 1.823 -0.402  0.867
P1 -2.604 -0.214 1.326  0.873
O1 -0.217 0.755 -2.738  0.039
H14 0.605 1.093 2.020  -0.003
C8 1.275 0.348 2.061  -0.061
H15 2.445 -1.933 2.159  0.106